[1]
This record from OMol25 describes a structure of composition C34H51BBrF4N6P2Ti. The level of theory is ωB97M-V/def2-TZVPD.

The value obtained for the molar mass is 820.35 g/mol. The calculation puts the electronic energy at -168318.2193 eV. The HOMO energy (spin up / spin down) is -7.1 / -7.3 eV. The calculation puts the max |F| at 0.6 eV/Å. Its energy above the lowest of the compared OMol25 structures with the same formula, charge and spin is 9.50 kcal/mol. The calculation puts the frontier orbital gap (spin up / spin down) at 6.95 / 7.11 eV. Its spin multiplicity is 2.

Each line ends with the Mulliken spin population.
Positions of all 100 atoms, in Å:
1 Ti 0.722 -0.243 -1.134  0.932
2 C -0.062 -3.262 3.667  0.000
3 C 1.035 -2.286 3.238  0.002
4 C 1.735 -2.793 1.986  -0.004
5 P 0.311 -0.603 2.921  0.003
6 C -0.087 -0.071 4.669  0.000
7 C -0.871 1.238 4.689  0.000
8 C 1.039 -0.013 5.696  0.000
9 C 1.802 0.340 2.390  0.002
10 C 2.994 0.244 3.120  -0.002
11 C 4.119 0.973 2.787  0.002
12 C 4.071 1.843 1.705  0.001
13 C 2.917 1.938 0.955  0.008
14 C 1.791 1.167 1.251  -0.037
15 N 0.689 1.214 0.340  0.025
16 C -0.288 2.143 0.660  0.004
17 C -0.230 2.964 1.800  0.002
18 C -1.260 3.836 2.104  0.001
19 C -2.380 3.944 1.292  -0.001
20 C -2.417 3.201 0.122  -0.001
21 C -1.391 2.327 -0.214  -0.004
22 P -1.155 1.512 -1.806  0.047
23 C -0.445 2.875 -2.853  0.003
24 C -1.259 4.165 -2.959  -0.001
25 C 0.944 3.245 -2.328  0.011
26 C -2.796 0.994 -2.503  -0.013
27 C -3.714 2.026 -3.160  0.001
28 C -3.561 0.196 -1.447  0.018
29 H -0.808 -3.366 2.872  0.000
30 H -0.582 -2.954 4.575  0.000
31 H 0.367 -4.249 3.854  0.000
32 H 1.770 -2.224 4.046  0.000
33 H 1.054 -2.807 1.131  0.006
34 H 2.095 -3.814 2.136  0.000
35 H 2.584 -2.179 1.699  0.000
36 H -0.780 -0.866 4.972  0.000
37 H -0.212 2.083 4.500  0.000
38 H -1.327 1.388 5.670  0.000
39 H -1.657 1.264 3.931  0.000
40 H 1.742 0.785 5.454  0.000
41 H 1.599 -0.947 5.768  0.000
42 H 0.629 0.200 6.686  0.000
43 H 3.047 -0.426 3.966  0.000
44 H 5.028 0.863 3.363  0.000
45 H 4.945 2.419 1.430  0.000
46 H 2.879 2.577 0.082  -0.001
47 H 0.628 2.909 2.454  0.001
48 H -1.186 4.441 3.001  0.000
49 H -3.188 4.618 1.543  0.000
50 H -3.257 3.319 -0.553  0.000
51 H -0.332 2.419 -3.843  0.002
52 H -1.516 4.546 -1.969  0.000
53 H -2.171 4.068 -3.540  0.000
54 H -0.644 4.926 -3.445  0.000
55 H 0.857 3.783 -1.382  -0.001
56 H 1.431 3.904 -3.049  0.000
57 H 1.591 2.388 -2.171  -0.001
58 H -2.494 0.297 -3.293  -0.007
59 H -3.924 2.883 -2.521  0.000
60 H -4.669 1.549 -3.395  0.000
61 H -3.300 2.395 -4.097  0.000
62 H -3.876 0.836 -0.619  0.000
63 H -2.952 -0.608 -1.034  0.003
64 H -4.456 -0.242 -1.893  0.001
65 C -3.093 -2.007 1.502  0.000
66 N -2.260 -2.943 0.763  0.001
67 C -2.672 -4.334 0.820  0.000
68 C -1.291 -2.524 -0.087  0.051
69 N -0.812 -1.330 -0.129  -0.089
70 N -0.810 -3.498 -0.940  0.002
71 C 0.379 -3.427 -1.653  0.026
72 N 0.728 -4.626 -2.232  0.001
73 N 1.018 -2.337 -1.778  -0.018
74 H -3.179 -2.349 2.534  0.000
75 H -4.090 -1.943 1.056  0.000
76 H -2.657 -1.012 1.532  -0.001
77 H -3.300 -4.467 1.697  0.000
78 H -1.812 -4.997 0.937  0.000
79 H -3.259 -4.638 -0.055  0.000
80 H -1.081 -0.780 0.685  0.036
81 H -1.343 -4.341 -1.049  0.001
82 H 0.543 -5.456 -1.692  0.000
83 H 1.639 -4.634 -2.665  0.000
84 H 1.909 -2.453 -2.258  0.006
85 Br 1.762 0.425 -7.927  0.000
86 C 1.496 0.273 -6.052  0.002
87 C 2.453 0.757 -5.179  -0.003
88 C 2.240 0.642 -3.810  0.002
89 C 1.084 0.070 -3.268  -0.080
90 C 0.165 -0.427 -4.201  0.033
91 C 0.346 -0.336 -5.575  0.013
92 H 3.360 1.208 -5.561  0.000
93 H 3.025 1.005 -3.153  0.000
94 H -0.741 -0.919 -3.849  0.007
95 H -0.387 -0.732 -6.265  0.000
96 F 5.073 -0.814 -0.639  0.000
97 B 3.962 -1.463 -1.097  0.000
98 F 2.798 -0.516 -0.910  0.008
99 F 3.988 -1.761 -2.451  0.000
100 F 3.657 -2.610 -0.365  0.000


[2]
This record from OMol25 describes a structure of composition C22H26F3N6PdSTe. The level of theory is ωB97M-V/def2-TZVPD.

The value obtained for the molar mass is 697.57 g/mol. The calculation puts the electronic energy at -61908.7448 eV. Its net charge is +3. The HOMO energy (spin up / spin down) is -16.2 / -17.4 eV. The calculation puts the max |F| at 0.2 eV/Å. Its energy above the lowest of the compared OMol25 structures with the same formula, charge and spin is 0.00 kcal/mol. The calculation puts the frontier orbital gap (spin up / spin down) at 7.97 / 6.63 eV. Its spin multiplicity is 5.

Each line ends with the Mulliken spin population.
Positions of all 60 atoms, in Å:
1 Pd -1.268 0.663 0.509  1.625
2 S -5.528 1.552 1.810  -0.050
3 C -4.551 1.722 3.196  0.302
4 C -3.192 1.493 2.968  -0.035
5 C -2.909 1.171 1.653  0.187
6 C -4.123 1.165 0.886  0.254
7 C -4.120 0.830 -0.504  0.051
8 C -5.256 0.814 -1.313  0.129
9 C -5.132 0.440 -2.645  -0.043
10 C -3.884 0.088 -3.123  0.127
11 C -2.783 0.127 -2.259  0.009
12 N -2.893 0.491 -0.996  0.186
13 H -5.013 1.980 4.141  0.008
14 H -2.468 1.561 3.767  0.019
15 H -6.220 1.089 -0.906  0.004
16 H -5.998 0.422 -3.291  0.001
17 H -3.743 -0.217 -4.150  0.001
18 H -1.793 -0.149 -2.599  0.021
19 C 2.006 -3.345 -1.912  0.000
20 C 2.879 -2.507 -2.839  0.000
21 C 4.219 -2.167 -2.195  0.000
22 C 2.146 -1.262 -3.341  0.000
23 N 1.731 -0.365 -2.246  0.001
24 C 2.430 0.571 -1.589  0.005
25 N 1.672 1.089 -0.649  -0.009
26 N 0.509 0.441 -0.761  0.015
27 N 0.525 -0.435 -1.710  0.011
28 H 2.504 -4.285 -1.675  0.000
29 H 1.040 -3.580 -2.360  0.000
30 H 1.828 -2.824 -0.966  0.000
31 H 3.072 -3.084 -3.748  0.000
32 H 4.086 -1.633 -1.249  0.000
33 H 4.846 -1.563 -2.853  0.000
34 H 4.768 -3.079 -1.966  0.000
35 H 1.231 -1.525 -3.869  0.000
36 H 2.775 -0.670 -4.004  0.000
37 H 3.446 0.844 -1.815  0.000
38 F -1.460 -5.823 3.190  0.000
39 C -1.042 -5.630 1.938  0.001
40 F 0.199 -6.106 1.825  0.000
41 F -1.839 -6.316 1.116  0.000
42 C -1.090 -4.150 1.600  -0.003
43 C -2.312 -3.547 1.339  0.002
44 C -2.331 -2.199 1.048  0.005
45 N -1.213 -1.465 1.004  0.148
46 C -0.040 -2.046 1.264  -0.006
47 C 0.065 -3.390 1.571  0.025
48 H -3.232 -4.115 1.356  0.001
49 H -3.260 -1.686 0.841  0.006
50 H 0.839 -1.415 1.226  0.000
51 H 1.031 -3.830 1.776  0.002
52 C 5.504 7.131 3.594  -0.044
53 Te 3.724 6.118 3.101  1.004
54 C 3.130 7.506 1.630  -0.043
55 H 6.153 7.099 2.720  0.028
56 H 5.966 6.632 4.441  -0.005
57 H 5.245 8.161 3.838  0.021
58 H 3.022 8.476 2.114  0.024
59 H 2.188 7.185 1.196  -0.007
60 H 3.914 7.550 0.876  0.023


[3]
This record from OMol25 describes a structure of composition C32H80N2O9 at a distorted geometry. The level of theory is ωB97M-V/def2-TZVPD.

The value obtained for the molar mass is 637.00 g/mol. The calculation puts the electronic energy at -55827.9963 eV. The HOMO energy is -6.3 eV. The calculation puts the max |F| at 15.5 eV/Å. Its energy above the lowest of the compared OMol25 structures with the same formula, charge and spin is 1346.19 kcal/mol. The calculation puts the frontier orbital gap at 6.09 eV. Its spin multiplicity is 1.

Each line ends with the Mulliken charge.
Positions of all 123 atoms, in Å:
1 C -20.125 21.474 12.098  -0.191
2 C -19.938 22.696 11.111  -2.265
3 O -19.540 23.905 11.806  -0.612
4 H -20.818 21.758 12.890  -3.050
5 H -19.143 21.264 12.521  1.071
6 H -20.499 20.612 11.546  0.940
7 H -20.868 22.843 10.563  0.224
8 H -19.196 22.389 10.374  0.805
9 H -19.007 24.472 11.244  0.498
10 C -21.797 25.292 15.497  -0.800
11 C -21.285 26.052 14.294  -0.825
12 O -22.403 26.719 13.709  -0.597
13 H -21.102 24.527 15.844  -0.532
14 H -22.777 24.852 15.315  0.814
15 H -21.982 26.067 16.241  0.543
16 H -20.908 25.384 13.519  0.380
17 H -20.618 26.839 14.646  0.405
18 H -22.036 27.115 12.916  0.391
19 C -23.771 20.505 16.442  -1.618
20 C -23.899 21.574 17.500  -0.655
21 O -24.910 21.090 18.393  -0.717
22 H -23.648 19.531 16.914  0.603
23 H -22.936 20.691 15.767  1.050
24 H -24.631 20.464 15.773  0.451
25 H -24.179 22.528 17.052  0.693
26 H -22.970 21.651 18.064  1.313
27 H -24.587 21.361 19.255  0.513
28 C -21.752 19.764 11.785  -1.150
29 C -22.737 19.304 12.907  -0.098
30 O -23.705 20.340 13.000  -0.716
31 H -22.231 19.709 10.807  0.241
32 H -20.815 19.208 11.823  0.682
33 H -21.419 20.795 11.896  0.609
34 H -22.240 19.167 13.868  -0.692
35 H -23.203 18.378 12.572  0.468
36 H -23.323 21.184 13.251  -0.193
37 C -23.339 24.657 12.223  -0.193
38 C -21.854 24.561 12.109  -1.775
39 O -21.428 23.310 12.539  -0.264
40 H -23.777 23.838 11.654  0.350
41 H -23.579 25.489 11.560  1.042
42 H -23.718 24.756 13.240  -1.288
43 H -21.264 25.359 12.561  0.240
44 H -21.588 24.656 11.056  0.829
45 H -20.504 23.209 12.298  1.137
46 C -23.446 24.680 17.090  1.487
47 C -22.729 23.829 18.082  -0.967
48 O -23.676 23.427 19.099  -0.539
49 H -23.698 25.654 17.509  0.742
50 H -24.410 24.283 16.770  -0.999
51 H -22.811 24.829 16.216  -0.202
52 H -21.926 24.428 18.510  0.574
53 H -22.195 23.012 17.597  -0.549
54 H -24.055 24.266 19.372  0.405
55 C -22.921 23.113 15.026  1.317
56 C -23.521 22.443 13.794  -1.467
57 O -22.595 21.861 12.900  -0.253
58 H -22.369 22.350 15.574  0.522
59 H -23.701 23.493 15.686  -2.500
60 H -22.342 24.015 14.831  -0.191
61 H -24.178 23.073 13.195  0.787
62 H -24.193 21.659 14.145  0.562
63 H -22.000 22.518 12.530  2.439
64 C -27.846 23.273 15.623  -1.464
65 C -27.850 24.783 15.369  1.874
66 C -27.546 25.518 16.692  -1.967
67 C -26.067 25.448 17.045  0.242
68 C -25.211 25.996 15.866  -0.869
69 C -25.462 25.379 14.501  1.871
70 N -26.884 25.152 14.290  0.290
71 O -27.112 24.552 13.051  -0.510
72 C -24.905 26.332 13.450  -2.625
73 C -24.678 23.976 14.524  0.444
74 C -29.239 25.147 14.923  -2.179
75 H -27.819 22.711 14.690  0.328
76 H -28.685 22.873 16.191  0.469
77 H -26.912 22.989 16.109  0.030
78 H -27.941 26.529 16.601  0.478
79 H -28.174 25.069 17.462  0.535
80 H -25.817 24.436 17.364  -0.120
81 H -25.907 26.095 17.908  0.390
82 H -24.165 25.775 16.079  0.163
83 H -25.379 27.073 15.861  0.593
84 H -23.826 26.477 13.511  0.795
85 H -25.156 25.821 12.520  0.761
86 H -25.374 27.315 13.402  0.325
87 H -23.608 24.098 14.359  -1.473
88 H -24.813 23.401 15.440  0.538
89 H -25.029 23.319 13.728  0.537
90 H -29.951 25.030 15.739  0.419
91 H -29.470 24.495 14.081  0.491
92 H -29.294 26.168 14.545  0.420
93 H -27.752 25.167 12.685  0.437
94 C -20.862 19.313 14.097  -1.499
95 C -20.499 20.428 15.072  1.358
96 C -20.964 19.940 16.450  -0.187
97 C -20.352 20.777 17.559  -0.387
98 C -18.834 20.654 17.463  -1.791
99 C -18.253 21.153 16.051  1.670
100 N -19.068 20.620 14.934  0.375
101 O -18.568 20.991 13.664  -0.377
102 C -17.967 22.676 15.988  -1.706
103 C -16.847 20.457 16.021  -1.993
104 C -21.258 21.743 14.821  0.638
105 H -20.830 19.633 13.056  -0.873
106 H -21.872 19.011 14.374  0.762
107 H -20.249 18.437 14.306  0.419
108 H -22.032 20.118 16.579  -0.889
109 H -20.770 18.873 16.563  0.539
110 H -20.745 20.503 18.538  0.681
111 H -20.561 21.846 17.603  -0.194
112 H -18.533 19.629 17.682  0.424
113 H -18.428 21.331 18.214  0.603
114 H -18.861 23.284 16.124  0.113
115 H -17.333 22.974 16.823  0.565
116 H -17.406 22.944 15.092  0.408
117 H -16.962 19.383 16.162  0.444
118 H -16.333 20.655 15.080  0.352
119 H -16.069 20.734 16.732  0.337
120 H -20.944 22.569 15.458  -0.283
121 H -22.327 21.541 14.896  -1.122
122 H -20.891 22.120 13.866  0.842
123 H -18.635 21.948 13.696  0.319